DFT (ωB97M-V/def2-TZVPD) results for 2 unconnected molecules or ions with the total composition C2H4N2O2 in a non-equilibrium geometry.

As for the LUMO energy: -2.11 eV. As for the gap between HOMO and LUMO: 0.2393 hartree. The calculation puts the highest occupied orbital energy at -8.6 eV. Its total charge is 0. For the total energy, the calculation gives -9207.475 eV.

XYZ file:
```
10
Properties=species:S:1:pos:R:3:forces:R:3:mulliken_charge:R:1
C -0.111 -0.149 -0.291 1.8 -1.1 0.6 0.19
C 0.307 -0.664 0.961 0.5 2.6 2.0 -0.67
N -1.056 0.651 -0.308 -0.5 -0.3 4.4 -0.52
N 1.906 1.139 1.674 -1.8 -2.1 -2.0 0.60
O 2.635 0.779 2.545 0.1 0.9 -0.2 -0.43
O 1.969 1.947 0.784 0.5 -0.1 1.4 -0.42
H 0.562 -0.506 -1.056 -0.3 0.1 -1.2 0.36
H -0.245 -0.515 1.875 -0.4 0.0 -0.1 0.30
H 1.118 -1.296 1.006 1.6 -1.6 0.1 0.33
H -1.441 0.901 -1.111 -1.5 1.7 -4.9 0.24
```
Positions in Å, forces in eV/Å.

---

DFT (ωB97M-V/def2-TZVPD) results for 11 unconnected molecules or ions with the total composition C4H20BO18 in a non-equilibrium geometry.

As for the LUMO energy: 1.95 eV. As for the gap between HOMO and LUMO: 0.3440 hartree. The calculation puts the highest occupied orbital energy at -7.4 eV. Its total charge is -1. For the total energy, the calculation gives -42010.931 eV.

XYZ file:
```
43
Properties=species:S:1:pos:R:3:forces:R:3:mulliken_charge:R:1
O 2.524 -2.030 0.052 -1.6 0.2 0.0 -0.59
C 1.516 -1.369 -0.053 -0.3 -0.3 1.3 0.52
O 0.257 -1.600 0.466 2.6 -1.3 -0.9 -0.52
B -0.628 -0.458 0.327 0.6 0.3 0.0 0.89
O 0.217 0.471 -0.494 0.9 0.5 -0.5 -0.42
C 1.491 0.024 -0.694 -0.8 1.1 -1.2 0.66
O 2.393 0.569 -1.327 -2.2 -1.0 1.6 -0.63
O -0.922 0.044 1.663 -1.7 0.0 1.1 -0.47
C -2.223 -0.220 2.036 1.6 0.9 -0.6 0.61
O -2.695 -0.009 3.123 0.3 -0.4 -1.1 -0.60
C -2.924 -0.714 0.725 -3.1 -0.7 0.2 0.56
O -1.964 -0.805 -0.240 -1.7 0.0 0.9 -0.38
O -4.175 -0.942 0.711 5.3 0.7 -0.8 -0.63
O 7.249 -3.083 -4.357 0.1 0.0 -0.3 -0.64
H 7.750 -3.618 -3.743 0.1 -0.2 0.1 0.31
H 6.814 -2.430 -3.808 -0.2 0.2 0.1 0.33
O -3.189 -0.193 -6.263 -0.1 -0.2 -0.2 -0.64
H -3.370 0.709 -6.527 -0.1 0.2 0.0 0.32
H -2.419 -0.128 -5.699 0.2 0.0 0.2 0.32
O 6.397 6.374 -2.430 -0.1 0.2 0.0 -0.64
H 6.514 5.444 -2.235 0.0 -0.3 0.1 0.32
H 7.203 6.628 -2.879 0.2 0.1 -0.1 0.31
O 6.002 -1.757 4.214 0.2 -0.1 0.1 -0.65
H 5.827 -0.818 4.153 -0.1 0.2 0.0 0.32
H 5.292 -2.166 3.719 -0.2 -0.1 -0.2 0.33
O -7.448 -6.408 -0.680 0.1 -0.1 -0.1 -0.64
H -7.657 -5.481 -0.565 0.0 0.3 0.0 0.32
H -8.165 -6.872 -0.248 -0.1 -0.1 0.1 0.31
O 9.718 -4.377 1.936 0.1 -0.2 0.1 -0.64
H 10.491 -4.042 1.481 0.2 0.1 -0.1 0.31
H 9.005 -3.807 1.649 -0.3 0.1 0.0 0.32
O -0.729 0.955 8.612 0.0 0.1 0.3 -0.65
H -1.182 1.023 7.772 -0.1 0.0 -0.3 0.33
H 0.025 0.394 8.434 0.2 -0.1 0.0 0.32
O -8.414 1.133 -4.184 -0.1 0.2 -0.1 -0.64
H -8.794 0.310 -4.492 -0.1 -0.2 -0.1 0.32
H -8.217 0.975 -3.261 0.1 0.0 0.3 0.33
O -0.034 4.807 -4.305 -0.2 0.1 0.0 -0.64
H 0.583 4.267 -3.812 0.1 -0.2 0.2 0.33
H 0.493 5.200 -5.001 0.1 0.1 -0.2 0.32
O -7.467 4.977 5.184 0.0 0.2 -0.1 -0.64
H -7.023 4.129 5.163 0.2 -0.2 -0.1 0.33
H -8.121 4.889 5.877 -0.2 0.0 0.2 0.31
```
Positions in Å, forces in eV/Å.

---

DFT (ωB97M-V/def2-TZVPD) results for a molecular structure, C37H33AlAsO10S.

As for the LUMO energy: 2.61 eV. As for the gap between HOMO and LUMO: 0.3217 hartree. The calculation puts the highest occupied orbital energy at -6.1 eV. Its total charge is -1. For the total energy, the calculation gives -137659.416 eV.

XYZ file:
```
83
Properties=species:S:1:pos:R:3:forces:R:3:mulliken_charge:R:1
Al 1.438 -0.532 -0.783 -0.1 0.0 0.2 0.18
O 0.025 -4.567 -1.929 0.2 0.2 0.1 -0.70
As 1.113 -3.749 -0.776 -0.2 0.0 0.1 1.40
O 0.719 -4.116 0.758 0.1 0.0 -0.2 -0.88
O 0.875 -2.136 -1.264 0.1 -0.2 -0.1 -0.08
C 2.736 -4.533 -1.449 0.0 0.3 -0.1 0.44
C 2.845 -5.910 -1.282 0.0 0.1 0.0 -0.82
C 3.891 -6.609 -1.862 0.0 0.0 0.0 -0.64
C 4.835 -5.928 -2.618 0.0 0.0 0.0 -0.43
C 4.753 -4.554 -2.767 0.0 -0.1 0.1 -0.35
C 3.713 -3.849 -2.174 0.1 0.0 0.1 0.02
S 4.118 -1.513 -0.998 -0.2 -0.1 0.0 0.17
O 3.587 -2.252 0.141 0.2 0.1 -0.1 -0.43
O 3.699 -2.491 -2.343 -0.2 -0.1 -0.1 -0.42
O 3.158 -0.370 -1.350 0.1 -0.1 0.1 -0.28
H -0.747 -4.002 -2.050 -0.1 0.0 0.0 0.33
H 2.090 -6.423 -0.700 0.0 -0.1 0.0 0.42
H 3.968 -7.680 -1.730 0.0 0.0 0.0 0.38
H 5.648 -6.468 -3.086 0.0 0.0 0.0 0.36
H 5.491 -4.003 -3.335 0.0 0.0 0.0 0.46
C -3.736 -0.955 1.598 0.0 0.0 0.0 -1.79
C -3.197 0.412 1.193 0.1 -0.1 0.0 1.87
C -4.199 1.514 1.453 0.0 0.0 0.0 -1.90
O -2.839 0.393 -0.187 0.0 0.1 0.0 -0.49
C -1.438 0.153 -0.325 -0.1 0.0 0.0 -0.82
C -0.972 0.059 1.166 0.0 0.0 0.0 -0.04
O -2.008 0.719 1.879 0.0 0.0 0.0 -0.44
C 0.441 0.408 1.695 -0.1 0.1 0.0 3.01
O 1.343 -0.324 0.930 0.0 0.0 0.0 -0.38
C 0.505 -0.180 3.126 0.1 0.0 0.0 0.35
C 0.477 0.579 4.288 -0.1 0.0 0.0 -0.51
C 0.531 -0.032 5.537 0.0 0.0 0.0 -0.91
C 0.619 -1.411 5.639 0.0 0.0 0.0 -0.56
C 0.662 -2.177 4.480 0.0 0.0 0.0 -0.83
C 0.611 -1.569 3.236 0.1 0.0 0.0 -0.64
C 0.822 1.892 1.724 0.0 0.0 0.1 -0.62
C 2.138 2.230 1.425 0.0 0.0 0.0 -0.84
C 2.587 3.538 1.547 0.0 0.0 0.0 -0.71
C 1.724 4.536 1.976 0.0 0.0 0.0 -0.83
C 0.407 4.211 2.270 0.0 0.0 0.0 -0.89
C -0.041 2.903 2.149 0.0 0.0 0.0 0.69
C -0.812 1.080 -1.410 0.0 0.0 0.0 2.64
O 0.530 0.714 -1.562 -0.1 0.0 -0.1 -0.21
C -0.919 2.572 -1.109 0.0 0.0 0.0 0.09
C 0.216 3.369 -1.184 0.0 0.1 0.0 -0.52
C 0.133 4.743 -0.996 0.0 -0.1 0.0 -0.53
C -1.087 5.341 -0.719 0.0 0.0 0.0 -0.75
C -2.228 4.553 -0.648 0.0 0.0 0.0 -1.41
C -2.146 3.183 -0.856 0.0 0.0 0.1 -0.36
C -1.524 0.757 -2.751 0.1 0.0 0.0 -0.01
C -2.141 1.718 -3.541 -0.1 0.0 0.0 -0.50
C -2.707 1.385 -4.769 0.0 0.0 0.0 -0.90
C -2.654 0.084 -5.237 0.0 0.0 0.0 -0.60
C -2.011 -0.882 -4.472 0.0 0.0 0.0 -0.94
C -1.450 -0.546 -3.251 0.1 0.0 0.0 -0.38
H -4.684 -1.142 1.091 0.0 0.0 0.0 0.43
H -3.891 -0.983 2.678 0.0 0.0 0.0 0.36
H -3.040 -1.747 1.323 0.0 0.0 0.0 0.30
H -5.066 1.384 0.803 0.0 0.0 0.0 0.36
H -3.741 2.482 1.259 0.0 0.0 0.0 0.46
H -4.524 1.474 2.493 0.0 0.0 0.0 0.45
H -1.302 -0.850 -0.734 0.0 -0.1 0.0 0.35
H -1.041 -1.013 1.382 0.1 0.0 0.0 -0.09
H 0.414 1.658 4.234 0.0 0.0 0.0 0.43
H 0.513 0.581 6.431 0.0 0.0 0.0 0.42
H 0.661 -1.885 6.613 0.0 0.0 0.0 0.37
H 0.750 -3.255 4.535 0.0 0.0 0.0 0.48
H 0.692 -2.184 2.346 0.0 0.0 0.0 0.41
H 2.814 1.449 1.103 0.0 0.0 0.0 0.38
H 3.617 3.775 1.309 0.0 0.0 0.0 0.39
H 2.070 5.558 2.070 0.0 0.0 0.0 0.38
H -0.283 4.982 2.591 0.0 0.0 0.0 0.45
H -1.064 2.663 2.391 0.0 0.0 0.0 0.51
H 1.165 2.899 -1.396 0.0 0.0 0.0 0.38
H 1.032 5.344 -1.054 0.0 0.0 0.0 0.43
H -1.150 6.411 -0.562 0.0 0.0 0.0 0.38
H -3.191 5.008 -0.448 0.0 0.0 0.0 0.42
H -3.043 2.581 -0.849 0.0 0.0 0.0 1.22
H -2.190 2.746 -3.209 0.0 -0.1 -0.1 0.42
H -3.183 2.158 -5.360 0.0 0.0 0.0 0.42
H -3.093 -0.175 -6.193 0.0 0.0 0.0 0.38
H -1.931 -1.900 -4.835 0.0 0.0 0.0 0.43
H -0.901 -1.303 -2.707 0.0 0.0 0.1 0.23
```
Positions in Å, forces in eV/Å.

---

DFT (ωB97M-V/def2-TZVPD) results for 2 unconnected molecules or ions with the total composition C4H8F2P in a non-equilibrium geometry.

As for the LUMO energy (spin up / spin down): -7.64 / -7.61 eV. As for the gap between HOMO and LUMO (spin up / spin down): 0.3116 / 0.2596 hartree. The calculation puts the highest occupied orbital energy (spin up / spin down) at -16.1 / -14.7 eV. Its total charge is +1. For the total energy, the calculation gives -18989.513 eV.

XYZ file:
```
15
Properties=species:S:1:pos:R:3:forces:R:3:mulliken_charge:R:1
C 1.502 2.114 0.032 -0.8 -2.4 2.1 -0.52
C 0.976 1.071 -0.663 0.2 0.3 1.8 -0.08
C -2.051 -0.612 0.308 -0.7 -3.2 -0.4 -1.07
C -0.905 -1.472 -0.237 1.1 -0.6 1.0 -0.39
F 3.447 -1.304 -0.541 -0.8 0.2 0.2 -0.12
F 0.836 -0.182 1.577 0.1 -0.2 1.9 -0.17
P 0.712 -0.517 0.112 0.1 0.2 -1.8 0.58
H 1.740 3.082 -0.299 0.0 1.0 -1.0 0.31
H 1.623 1.994 1.139 0.3 0.1 -1.1 0.21
H 0.682 1.168 -1.652 -0.2 0.0 -2.0 0.41
H -1.775 0.299 -0.015 -0.2 3.8 -0.7 0.42
H -3.050 -0.929 -0.088 1.0 0.2 0.1 0.33
H -2.086 -0.690 1.368 0.0 0.2 0.9 0.35
H -0.802 -1.555 -1.320 -0.4 -0.2 -0.1 0.38
H -0.851 -2.468 0.279 0.3 0.8 -0.8 0.36
```
Positions in Å, forces in eV/Å.

---

DFT (ωB97M-V/def2-TZVPD) results for C6H9N2OPS in the gas phase in a non-equilibrium geometry.

As for the LUMO energy: -1.54 eV. As for the gap between HOMO and LUMO: 0.2542 hartree. The calculation puts the highest occupied orbital energy at -8.5 eV. Its total charge is 0. For the total energy, the calculation gives -31517.706 eV.

XYZ file:
```
20
Properties=species:S:1:pos:R:3:forces:R:3:mulliken_charge:R:1
C 2.671 -0.813 1.043 1.6 0.7 -1.9 -1.20
P 1.367 0.245 0.296 0.1 -1.1 0.6 1.07
C 1.814 0.583 -1.397 2.6 -1.8 1.7 -1.18
O 1.008 1.408 1.114 0.0 0.4 0.2 -0.70
C -0.039 -0.937 0.123 -3.8 1.2 0.5 0.24
S -0.076 -2.498 -0.043 0.2 0.0 0.0 -0.19
N -1.684 -0.138 0.268 6.9 -2.0 -0.2 0.04
C -1.953 1.131 -0.021 -2.9 1.4 -0.1 -0.34
C -3.329 1.174 -0.172 1.1 -0.6 0.0 -0.34
N -3.818 -0.095 -0.065 -0.8 -0.2 -0.1 -0.67
C -2.764 -0.851 0.168 -2.4 -2.8 -0.4 -0.02
H 2.566 -0.941 2.061 -0.8 0.5 2.5 0.42
H 2.848 -1.865 0.790 -0.3 0.4 -1.1 0.37
H 3.637 -0.227 0.912 -1.0 -0.7 0.0 0.31
H 2.781 1.079 -1.354 -0.3 0.9 -0.2 0.37
H 2.085 -0.327 -1.895 -0.2 -0.9 -0.3 0.37
H 1.017 1.001 -1.867 -2.0 1.8 -1.5 0.41
H -1.430 1.992 0.182 2.0 1.2 0.2 0.40
H -3.925 2.055 -0.309 -0.3 0.0 -0.1 0.38
H -2.777 -1.976 0.167 0.0 1.5 0.2 0.27
```
Positions in Å, forces in eV/Å.